Entry 1:
A structure of composition C30H33ClHfI3N3O6P in a non-equilibrium geometry, computed with wB97M-V/def2-TZVPD.

Last column: Löwdin charge in e.
Positions of all 78 atoms, in Å:
1 H 2.525 -5.328 3.916  0.09
2 H 2.521 1.805 -2.217  0.09
3 H 1.670 4.282 0.825  0.09
4 C 1.462 -1.652 3.358  -0.17
5 C -0.701 3.384 1.890  -0.03
6 C 3.362 -1.770 -2.213  -0.02
7 C -4.714 -2.110 2.776  -0.03
8 C 1.122 -2.631 2.416  -0.40
9 H 1.542 0.259 -3.909  0.08
10 I 3.623 -3.850 6.407  0.90
11 C -0.473 4.159 0.607  -0.58
12 H 2.927 -0.740 -0.353  0.12
13 H 0.194 2.825 2.166  0.08
14 P -0.282 1.697 -0.657  0.27
15 C -1.389 -2.859 -3.257  -0.63
16 H 1.725 0.250 2.374  0.12
17 O 0.427 -2.290 1.335  -0.28
18 C 2.168 -2.010 4.499  -0.11
19 H -0.064 0.579 -4.588  0.10
20 C 1.074 -0.215 3.122  -0.12
21 H 0.975 5.485 -0.279  0.10
22 I -3.452 -3.063 -3.231  0.98
23 C -4.676 -2.094 1.389  -0.02
24 C 0.879 1.034 -4.290  -0.01
25 H -0.851 -1.447 4.097  0.14
26 C 1.510 -3.949 2.631  -0.64
27 H -0.496 0.936 2.533  0.08
28 H -1.179 -3.782 -5.200  0.10
29 C 2.524 -1.291 -1.195  -0.09
30 H 3.430 -2.792 -4.090  0.10
31 O -0.325 3.243 -0.548  -0.14
32 C -3.531 -1.648 0.762  -0.09
33 H 0.280 3.751 -4.553  0.10
34 C -0.242 3.217 -3.758  -0.01
35 O -1.534 0.947 -0.209  -0.32
36 N -0.318 -0.060 2.618  -0.12
37 C 2.810 -2.424 -3.284  0.00
38 H -1.667 0.101 4.243  0.14
39 H -1.164 2.807 -4.167  0.10
40 C -2.507 -1.198 2.778  -0.23
41 I 1.010 -5.380 1.210  0.96
42 H 2.554 3.048 -3.473  0.10
43 C 1.955 2.620 -2.669  -0.01
44 H 2.418 -1.254 5.232  0.10
45 C 0.660 -2.134 -2.257  -0.15
46 H 0.783 5.673 1.467  0.10
47 C -1.667 5.029 0.266  -0.01
48 H -1.534 5.485 -0.713  0.09
49 H 4.428 -1.610 -2.143  0.12
50 O 0.820 0.999 0.167  -0.35
51 H 1.202 0.343 4.055  0.13
52 Hf -0.398 -0.803 0.337  1.68
53 O -0.084 1.389 -2.169  -0.13
54 C 1.416 -2.612 -3.342  -0.17
55 H 1.344 1.481 -5.170  0.10
56 C -1.319 -0.645 3.522  -0.10
57 C -0.655 -3.327 -4.372  -0.15
58 H -2.585 4.441 0.257  0.10
59 C 0.646 2.103 -3.236  -0.58
60 C 0.822 4.947 0.655  -0.01
61 C 2.555 -3.328 4.698  -0.74
62 H -0.485 3.926 -2.971  0.08
63 H -3.441 -1.641 -0.314  0.07
64 C -0.753 -2.288 -2.187  -0.39
65 C 0.705 -3.221 -4.412  -0.60
66 H -5.513 -2.432 0.796  0.12
67 O -1.354 -1.848 -1.093  -0.26
68 C -3.617 -1.648 3.479  0.00
69 H -0.920 4.090 2.692  0.11
70 N -2.458 -1.214 1.443  0.02
71 H 1.787 3.396 -1.921  0.08
72 N 1.222 -1.473 -1.211  0.02
73 H -1.768 5.823 1.006  0.10
74 H -5.589 -2.469 3.300  0.12
75 C 2.228 -4.301 3.764  -0.21
76 H -3.613 -1.626 4.560  0.13
77 Cl 1.577 -3.816 -5.783  0.73
78 H -1.562 2.721 1.784  0.09

Output
Energy above the lowest of the compared OMol25 structures with the same formula, charge and spin = 0.00 kJ/mol
Net charge = +1



Entry 2:
A structure of composition C30H34AgClF5N6O5PSe in a non-equilibrium geometry, computed with wB97M-V/def2-TZVPD.

Last column: natural (NBO) charge in e.
Positions of all 84 atoms, in Å:
1 F -3.055 2.477 -1.198  -0.40
2 Ag -1.627 0.481 0.855  0.73
3 O 0.098 3.254 3.977  -0.73
4 H -0.456 5.345 -0.833  0.20
5 C 0.896 0.447 4.782  -0.28
6 C 3.908 -0.195 -0.876  -0.22
7 C -2.524 1.179 -1.235  0.17
8 N -0.095 -0.097 2.824  -0.22
9 C 3.917 2.095 -0.555  -0.22
10 C 0.118 -1.119 -2.203  -0.21
11 H -6.263 -0.915 2.303  0.22
12 H 0.500 -1.505 0.792  0.26
13 C -0.338 -1.434 -3.639  -0.42
14 N 0.417 -1.207 3.379  -0.20
15 C -0.264 2.294 3.216  0.78
16 N 1.096 2.531 -1.543  -0.84
17 N 3.196 1.030 -1.244  -0.80
18 H -0.166 -5.745 0.722  0.20
19 C -5.932 -1.829 1.827  -0.31
20 C -0.114 -4.819 2.659  -0.22
21 F -1.519 1.268 -2.251  -0.44
22 H -0.078 -3.649 4.445  0.22
23 C 5.388 1.741 -0.822  -0.41
24 H -7.911 -2.517 1.346  0.16
25 H 1.217 3.899 0.082  0.17
26 H 1.392 5.219 -2.433  0.18
27 H -4.946 -5.044 0.085  0.16
28 P 1.500 0.982 -1.170  2.47
29 O -0.925 2.423 2.181  -0.71
30 C -0.045 -4.821 1.275  -0.23
31 H 5.749 -0.053 -2.015  0.19
32 F -4.739 0.358 -1.238  -0.32
33 H 0.312 -0.496 -5.529  0.19
34 C 5.385 0.203 -1.019  -0.41
35 C -4.213 -3.296 1.095  -0.30
36 H 2.042 3.123 -3.347  0.18
37 H 0.115 -2.369 -3.982  0.18
38 N 1.198 -0.124 -2.362  -0.82
39 H -1.294 3.996 -1.628  0.24
40 H -0.456 0.599 -4.350  0.22
41 C 0.323 -2.441 1.307  -0.15
42 C 0.455 3.394 -0.528  -0.22
43 H 3.630 3.073 -0.942  0.21
44 H -0.694 -0.716 -1.600  0.24
45 H 6.013 -0.312 -0.290  0.20
46 H 1.954 1.000 -3.991  0.21
47 H 0.356 2.586 -3.525  0.19
48 C -3.607 0.391 -1.951  0.88
49 O 0.939 0.548 0.123  -1.13
50 C 0.179 0.904 3.630  0.05
51 C 0.204 -0.263 -4.469  -0.41
52 H -0.181 2.825 0.147  0.28
53 C 1.052 3.125 -2.874  -0.20
54 C -6.844 -2.721 1.289  0.02
55 C -4.561 -2.111 1.759  -0.12
56 H 3.718 2.082 0.526  0.18
57 N -6.517 -3.866 0.680  -0.50
58 C 1.424 1.182 5.978  0.78
59 C -5.206 -4.117 0.591  0.02
60 H 3.689 -0.479 0.162  0.19
61 C 0.035 -3.639 3.373  -0.20
62 H 5.731 2.238 -1.730  0.19
63 H -1.421 -1.530 -3.700  0.24
64 H -0.312 -5.739 3.196  0.20
65 C 0.166 -3.623 0.604  -0.23
66 O 1.943 0.571 6.900  -0.66
67 H 0.188 -3.604 -0.479  0.21
68 Se -3.262 -1.004 2.571  -0.48
69 C -0.317 4.404 -1.366  -0.41
70 C 0.266 -2.449 2.697  0.14
71 O 1.308 2.474 5.951  -0.71
72 C 0.548 4.550 -2.624  -0.41
73 Cl 1.888 -2.045 5.489  0.05
74 H -0.006 4.933 -3.481  0.20
75 F -3.932 0.887 -3.186  -0.36
76 H -3.169 -3.560 0.995  0.22
77 H 2.278 -0.734 -4.067  0.16
78 C 1.532 0.022 -3.773  -0.20
79 H 6.033 2.057 0.000  0.20
80 C 1.001 -0.910 4.573  0.16
81 H 3.611 -1.021 -1.522  0.21
82 F -3.203 -0.885 -2.157  -0.34
83 H 0.782 2.821 5.037  0.49
84 H 0.499 -2.012 -1.700  0.18

Output
Net charge = -2
Calculated total energy = -155590.280 eV



Entry 3:
A cluster of 2 separate species, C30H34BNO2S2 in total in a non-equilibrium geometry, computed with wB97M-V/def2-TZVPD.

Last column: natural (NBO) charge in e.
Positions of all 70 atoms, in Å:
1 C -3.183 -1.087 -1.364  0.21
2 H -6.284 -0.330 -2.517  0.22
3 H -1.341 3.360 2.047  0.21
4 C 4.852 2.660 0.391  -0.23
5 H -1.859 4.537 -1.138  0.23
6 C -3.433 0.267 0.458  0.09
7 H -6.454 1.443 -0.522  0.22
8 H -1.315 -2.227 -0.120  0.21
9 C 4.572 2.318 1.700  -0.28
10 C 2.642 -2.358 -2.138  -0.62
11 C 6.083 3.288 -0.154  -0.63
12 C 0.346 0.936 0.407  -0.40
13 H -4.010 2.513 2.907  0.23
14 H 4.706 -0.327 -0.242  0.23
15 C -4.180 1.895 2.024  -0.19
16 H 3.063 -3.360 -1.980  0.20
17 H 3.968 -3.686 0.746  0.20
18 H -1.407 -0.850 2.610  0.26
19 H -2.705 -1.951 2.259  0.25
20 C 1.354 -2.978 0.403  -0.62
21 O 2.058 -0.315 -1.107  -0.73
22 C -3.791 -2.648 -3.062  -0.20
23 C -4.409 -0.406 -1.504  -0.08
24 H -2.968 4.126 0.205  0.22
25 H 0.488 -2.536 -0.111  0.18
26 H 2.943 1.285 2.786  0.20
27 H -5.695 -2.323 -4.010  0.23
28 C -4.540 0.503 -0.383  0.02
29 H 5.840 4.219 -0.691  0.21
30 H 1.563 -2.444 -2.310  0.21
31 C 2.561 -2.028 0.467  0.24
32 H -6.130 2.722 1.650  0.23
33 H 6.749 3.496 0.691  0.21
34 C -0.940 2.690 1.284  -0.28
35 C -1.689 -1.665 1.948  -0.70
36 H -3.025 3.172 -1.322  0.22
37 C 2.729 1.326 0.606  -0.38
38 H 1.009 -3.195 1.421  0.20
39 H -1.020 -2.515 2.099  0.25
40 H 5.230 2.549 2.541  0.21
41 C -5.332 -0.850 -2.450  -0.19
42 H -1.960 -2.768 -1.857  0.22
43 C 4.398 -1.003 -1.044  -0.65
44 H 0.419 1.452 2.516  0.23
45 C -2.877 -2.224 -2.091  -0.22
46 H 6.599 2.612 -0.859  0.21
47 H 4.584 -0.469 -1.977  0.22
48 H 1.640 -3.930 -0.078  0.21
49 H -3.547 -3.540 -3.639  0.23
50 H -2.359 0.718 2.245  0.24
51 C 3.721 -2.714 1.203  -0.63
52 H 5.046 -1.893 -1.033  0.20
53 C -1.571 -1.361 0.490  0.34
54 H 3.470 -2.909 2.254  0.22
55 C -3.256 0.910 1.665  -0.18
56 H 4.629 -2.098 1.197  0.23
57 S -0.470 1.592 -0.993  0.42
58 C -0.009 1.636 1.545  -0.25
59 O 2.111 -0.888 1.214  -0.73
60 C 2.938 -1.433 -0.963  0.27
61 N -2.608 -0.716 -0.121  -0.31
62 C -2.362 3.704 -0.611  -0.65
63 C 3.331 1.586 1.816  -0.30
64 C -5.352 2.047 1.269  -0.19
65 H 3.092 -1.932 -3.041  0.22
66 S 3.549 2.188 -0.654  0.40
67 C -1.349 2.766 -0.035  -0.18
68 C -5.544 1.357 0.070  -0.20
69 C -5.004 -1.967 -3.242  -0.18
70 B 1.698 0.054 0.233  0.79

Output
Energy above the lowest of the compared OMol25 structures with the same formula, charge and spin = 0.00 kJ/mol